# C27H27F6LuN2O4S9

A molecular structure, C27H27F6LuN2O4S9 at a distorted geometry (ωB97M-V/def2-TZVPD, OMol25).

The geometry in XYZ format:
```
76
Properties=species:S:1:pos:R:3:forces:R:3:lowdin_charge:R:1
Lu 1.144 0.305 1.019 -1.8 2.1 1.0 1.23
S 2.268 2.722 0.944 -0.2 -0.1 0.3 0.44
C 1.911 3.087 2.657 0.3 1.0 0.3 -0.71
C 1.449 4.406 3.024 0.0 -2.4 1.4 -0.08
C 1.033 4.602 4.371 0.9 0.3 -1.4 -0.07
C 1.278 3.605 5.317 -1.2 0.1 -0.6 -0.10
C 1.711 2.328 4.966 0.4 0.0 1.5 -0.11
C 2.125 2.110 3.668 -0.6 0.6 -0.8 -0.58
S 2.995 0.646 3.147 -0.4 -0.1 -0.3 0.92
C 2.194 -0.725 4.041 -1.3 1.6 0.6 -0.38
C 2.058 -1.803 3.070 2.2 -2.9 0.9 -0.43
C 2.915 -2.922 3.200 -0.7 0.1 0.0 0.00
C 2.723 -4.016 2.352 -0.1 -0.5 -0.1 -0.04
C 1.616 -4.059 1.504 -0.8 1.5 -0.2 0.00
C 0.801 -2.871 1.410 2.1 -0.9 1.2 -0.25
C -0.340 -2.941 0.449 -0.6 -0.4 -0.2 -0.40
S -1.264 -1.401 0.278 -0.1 0.0 -0.7 0.92
C -2.119 -1.334 1.810 -0.1 2.2 1.8 -0.54
C -2.812 -2.383 2.391 0.7 0.1 0.5 -0.12
C -3.052 -2.454 3.762 -0.1 0.8 -0.4 -0.08
C -2.709 -1.323 4.506 -0.1 -0.5 1.2 -0.11
C -2.176 -0.165 3.966 -0.9 -0.7 -1.4 -0.14
C -1.958 -0.108 2.572 0.9 -1.6 0.3 -0.73
S -1.226 1.342 1.957 1.1 0.2 -0.7 0.51
N 1.137 -1.732 2.142 -1.9 -1.8 -2.1 0.00
H 1.446 5.140 2.246 -0.4 0.4 -0.1 0.09
H 0.540 5.540 4.687 0.6 -0.6 -0.3 0.11
H 0.957 3.858 6.305 -0.1 -0.4 0.7 0.09
H 1.734 1.538 5.767 0.3 0.9 -1.0 0.13
H 1.147 -0.395 4.322 1.2 -0.3 0.1 0.12
H 2.793 -1.043 4.888 -0.2 0.1 0.2 0.09
H 3.631 -2.948 4.032 -0.2 0.0 -0.7 0.13
H 3.398 -4.886 2.357 -0.3 0.5 0.2 0.13
H 1.364 -4.932 0.850 0.4 0.9 0.8 0.14
H -1.029 -3.813 0.719 1.0 1.1 -0.4 0.13
H 0.108 -3.143 -0.553 -0.6 0.0 0.7 0.05
H -3.064 -3.206 1.793 -0.2 -1.2 -0.8 0.09
H -3.490 -3.359 4.199 0.1 0.6 -0.1 0.11
H -2.829 -1.356 5.585 -0.1 0.0 0.0 0.10
H -1.964 0.718 4.545 0.0 0.0 0.2 0.09
C -2.216 0.327 -4.724 -2.6 -0.7 -0.5 -0.49
C -0.888 0.719 -4.202 2.3 -0.3 1.7 -0.52
S -1.145 1.747 -2.721 4.2 1.4 0.9 0.73
C -1.231 3.455 -3.396 1.5 -0.6 -0.1 -0.51
C -2.161 4.347 -2.669 -0.4 0.1 1.2 -0.56
S -3.694 3.595 -2.155 -0.7 0.2 0.9 0.81
C -4.617 3.466 -3.701 -0.2 1.1 0.2 -0.54
C -4.169 2.297 -4.557 -0.6 -1.0 -2.5 -0.56
S -3.403 1.044 -3.538 -2.5 -1.5 -1.5 0.73
H -2.477 0.676 -5.743 0.4 0.0 0.6 0.08
H -2.493 -0.741 -4.717 0.8 0.3 0.0 0.07
H -0.253 -0.091 -3.743 -1.0 0.4 -0.7 0.04
H -0.221 1.161 -4.934 -0.1 0.4 -0.1 0.09
H -0.239 3.902 -3.506 0.3 0.0 1.0 0.08
H -1.390 3.415 -4.434 -1.3 -0.5 -1.5 0.06
H -1.735 4.688 -1.719 0.1 -0.2 -0.1 0.08
H -2.428 5.240 -3.190 0.1 0.7 -0.7 0.07
H -5.663 3.213 -3.365 1.0 0.8 -0.4 0.09
H -4.525 4.496 -4.179 -0.6 -1.4 0.2 0.10
H -5.095 1.779 -4.885 0.4 0.7 -0.5 0.06
H -3.534 2.464 -5.525 -1.0 0.2 2.0 0.11
F 4.558 -0.449 0.019 -1.1 -1.8 -1.5 0.08
C 4.116 -1.420 -0.890 0.9 0.5 1.1 -0.58
F 5.144 -1.732 -1.687 -1.1 0.0 0.8 0.16
F 3.659 -2.488 -0.203 0.8 0.7 -0.4 0.12
S 2.705 -0.741 -1.874 -1.1 2.5 -1.3 0.71
O 1.609 -0.499 -0.833 1.8 -1.7 -2.0 -0.54
O 3.223 0.523 -2.360 -0.4 -2.0 0.3 -0.24
N 2.306 -1.757 -3.026 1.3 1.7 2.0 -0.27
S 1.174 -2.848 -3.048 -0.5 -2.1 -1.1 0.62
O -0.095 -2.282 -3.421 0.5 -0.5 0.7 -0.27
O 1.270 -3.903 -2.045 -0.2 1.4 -0.2 -0.30
C 1.762 -3.851 -4.546 0.4 0.0 -0.8 -0.60
F 3.030 -4.295 -4.339 -1.1 0.6 -0.2 0.11
F 1.702 -3.159 -5.717 0.3 -0.4 1.3 0.12
F 0.973 -4.926 -4.689 0.2 0.6 0.3 0.13
```
Forces are in eV/Å.

## Properties
Multiplicity: 1
Total energy (Ha): -6873.9288
Highest occupied orbital energy (eV): -5.92
Gap between HOMO and LUMO (hartree): 0.1866